16
Properties=species:S:1:pos:R:3:forces:R:3 method="wB97M-V/def2-TZVPD" total_charge=0 homo_lumo_gap_ev="6.30 / 6.26" homo_ha="-0.27081 / -0.26979" de_lowest_kcal_mol=70.7
C -2.316 0.483 -0.429 0.181 0.012 0.079
C -1.660 -0.474 -1.194 -0.095 0.080 0.002
C -1.698 1.025 0.689 -0.106 0.032 -0.126
C -0.412 -0.927 -0.832 0.459 -0.024 0.471
C -0.454 0.586 1.085 0.384 -0.499 -0.153
C 0.183 -0.435 0.346 -2.058 0.963 -0.536
C 1.379 -0.927 0.821 4.175 -0.701 0.180
N 3.069 -0.008 -0.704 -2.266 -1.309 -0.062
O 2.092 -1.496 1.533 -1.626 0.586 -0.553
Br 2.813 1.814 -0.522 0.099 0.756 0.335
Br 4.479 -0.717 0.194 0.985 0.061 0.462
H -3.304 0.814 -0.709 -0.063 0.052 -0.064
H -2.127 -0.865 -2.083 -0.053 -0.066 -0.106
H -2.187 1.794 1.263 -0.099 0.108 0.065
H 0.113 -1.664 -1.416 0.042 -0.079 -0.107
H 0.031 0.997 1.956 0.042 0.028 0.112

=====

13
Properties=species:S:1:pos:R:3:forces:R:3 method="wB97M-V/def2-TZVPD" total_charge=0 homo_lumo_gap_ev=10.13 smiles="SC/C=C/C(Cl)Cl" homo_ha=-0.34602 de_lowest_kcal_mol=17.4
C 1.742 -0.470 0.211 0.724 -2.757 0.328
C 0.290 -0.334 0.540 -0.229 -0.073 0.003
C -0.648 -0.158 -0.351 -1.531 0.815 -2.079
C -2.123 0.205 -0.024 2.674 -0.429 1.980
H 2.272 1.741 -0.321 0.481 -0.740 -0.829
H 2.248 -0.570 1.205 0.175 0.416 -1.110
H 1.812 -1.521 -0.249 0.274 1.353 0.594
H -0.070 -0.582 1.529 0.493 0.506 0.567
H -0.369 -0.170 -1.438 -0.480 0.446 0.981
H -2.266 0.123 1.089 -0.085 -0.379 -1.196
S 2.627 0.592 -1.020 -1.308 0.721 1.747
Cl -2.306 1.942 -0.277 -0.352 0.456 -0.505
Cl -3.211 -0.800 -0.894 -0.835 -0.335 -0.482